Record 1
83
Properties=species:S:1:pos:R:3:lowdin_charge:R:1 method="wB97M-V/def2-TZVPD" gap_ev=6.54 relative_energy_ev=1.153 charge=+2 homo_energy_ha=-0.4734 spin_multiplicity=1
Ti 0.27843 -0.39584 0.36296 0.723
C -0.29945 -1.05673 3.93977 0.028
C -1.31756 -0.70557 2.90653 -0.444
O -1.05060 -0.68145 1.68680 -0.171
N -2.56452 -0.47668 3.30514 0.137
C -3.61987 -0.20078 2.34100 -0.069
C -3.46103 1.15372 1.68341 -0.269
C -3.99903 2.29257 2.27091 -0.008
C -3.97385 3.47955 1.55717 -0.050
C -3.39893 3.49104 0.29541 -0.056
C -2.81453 2.32105 -0.16386 -0.153
N -2.84045 1.17822 0.50725 0.107
H 0.62161 -0.49742 3.75433 0.043
H -0.03906 -2.11506 3.84383 0.111
H -0.65112 -0.87839 4.95090 0.098
H -2.79221 -0.50051 4.28885 0.167
H -4.57866 -0.25474 2.85703 0.141
H -3.57384 -0.96064 1.55356 0.126
H -4.47508 2.24781 3.23895 0.123
H -4.43508 4.36745 1.95862 0.120
H -3.42560 4.37243 -0.32510 0.116
H -2.33914 2.28505 -1.13663 0.106
C 3.03604 -5.03592 -3.17178 -0.163
Si 3.28750 -4.66967 -1.32307 0.594
C 3.78829 -6.23092 -0.35600 -0.171
C 4.49051 -3.22766 -1.01054 -0.197
C 1.59170 -4.19255 -0.54675 -0.213
C 0.80012 -5.12209 0.09874 -0.037
C -0.32453 -4.72774 0.83039 -0.023
C -0.60423 -3.38738 0.94031 -0.114
N 0.11415 -2.45893 0.28622 -0.135
C 1.14693 -2.86322 -0.48066 -0.715
S 1.77207 -1.56137 -1.40435 0.821
H 3.97900 -5.34044 -3.61529 0.034
H 2.68614 -4.16546 -3.71831 0.023
H 2.32541 -5.84077 -3.33789 0.032
H 4.82335 -6.48541 -0.55612 0.034
H 3.19141 -7.09134 -0.64462 0.031
H 3.69250 -6.10559 0.71861 0.036
H 5.51342 -3.58439 -0.94142 0.034
H 4.26433 -2.69849 -0.08751 0.017
H 4.45120 -2.50234 -1.81747 0.005
H 1.04918 -6.16908 0.02557 0.112
H -0.94391 -5.45951 1.32435 0.117
H -1.43664 -3.04618 1.54608 0.116
S -0.99455 2.90706 -6.29447 1.099
N 0.21743 3.04599 -5.25088 -0.211
C -0.01598 2.27345 -4.19768 -0.287
C 0.81974 2.11748 -3.04523 -0.055
C 2.05584 2.75141 -2.87514 0.059
C 2.75653 2.51792 -1.70889 0.007
C 2.23283 1.65307 -0.74961 -0.143
N 1.07246 1.02643 -0.90537 -0.110
C 0.36050 1.25345 -2.02878 -0.158
C -0.85761 0.49434 -2.17871 -0.165
N -1.13289 -0.39043 -1.20143 0.000
C -2.20559 -1.15699 -1.33203 -0.080
C -3.06550 -1.08743 -2.42723 0.015
C -2.80997 -0.18006 -3.43636 0.061
C -1.67462 0.62972 -3.32471 -0.068
C -1.25064 1.56367 -4.32271 -0.289
N -1.87721 1.85568 -5.45542 -0.208
H 2.43581 3.38996 -3.65884 0.136
H 3.70200 3.00127 -1.52609 0.127
H 2.77481 1.43979 0.16825 0.098
H -2.38559 -1.87103 -0.53579 0.115
H -3.91356 -1.75048 -2.48124 0.124
H -3.43826 -0.09409 -4.31124 0.136
O 0.05229 1.59187 1.44535 -0.622
S -0.47489 2.95633 1.81589 1.036
C 0.22644 3.43303 3.44858 -0.279
C 0.30676 4.94328 3.32868 -0.228
C 1.00317 5.26143 2.00033 -0.203
C 0.67971 4.14347 1.00947 -0.268
H 1.19891 2.96031 3.56379 0.111
H -0.43407 3.10906 4.24912 0.096
H 0.84793 5.37717 4.16775 0.128
H -0.70397 5.35460 3.33029 0.118
H 2.08160 5.32551 2.14921 0.122
H 0.66443 6.22372 1.62089 0.119
H 1.55459 3.54933 0.75539 0.073
H 0.21717 4.50846 0.09646 0.095
Cl 2.02956 -0.62639 1.66311 0.334



Record 2
17
Properties=species:S:1:pos:R:3:lowdin_charge:R:1 method="wB97M-V/def2-TZVPD" gap_ev="3.25 / 11.13" s2=0.75 relative_energy_ev=1.217 charge=-1 homo_energy_ha="0.0229 / -0.2772" spin_multiplicity=2
C 1.60247 -1.58304 1.04571 -0.131
H 2.28856 -1.40483 0.26841 -0.016
H 2.20517 -1.71972 2.04005 0.054
H 0.88328 -2.26900 0.85020 -0.038
H 1.21446 -0.59472 1.19334 -0.029
H 0.17725 1.46363 1.57792 -0.009
H -0.59101 1.21134 0.49935 -0.111
O -0.68522 1.26823 1.35285 0.000
H 0.49283 -0.89084 -2.10137 -0.046
H -0.88627 -0.44437 -1.50887 -0.031
O 0.04407 -0.48287 -1.39519 -0.266
H 0.84355 1.10735 -1.36596 -0.096
H 0.26164 2.32740 -1.59762 0.005
O 1.12703 1.98731 -1.30445 -0.142
H -1.24777 -1.26260 0.26408 -0.102
H -2.18553 -0.69964 1.22265 0.024
O -2.11975 -1.18839 0.39474 -0.065



Record 3
74
Properties=species:S:1:pos:R:3:lowdin_charge:R:1 method="wB97M-V/def2-TZVPD" gap_ev=7.64 homo_energy_ha=-0.2843 spin_multiplicity=1
K 0.10351 -0.76010 0.18192 0.952
C 3.10244 0.49278 1.32100 -0.176
C 3.33522 -0.40747 0.12034 -0.158
O 2.55803 -1.59781 0.13381 -0.206
C 2.83886 -2.55794 1.14237 -0.164
C 1.53698 -3.05753 1.73452 -0.180
O 0.96418 -1.99555 2.48116 -0.191
C -0.37303 -2.21571 2.91931 -0.175
C -0.87087 -0.90996 3.50222 -0.160
O -0.90596 0.09912 2.50027 -0.185
C -0.20006 1.29450 2.79058 -0.166
C 1.31424 1.16758 2.72852 -0.183
O 1.74641 0.89942 1.40183 -0.207
H 3.75580 1.36909 1.23104 0.139
H 3.37450 -0.03067 2.24405 0.120
H 4.40273 -0.65162 0.07889 0.137
H 3.05685 0.10766 -0.80001 0.138
H 3.44984 -2.12762 1.93996 0.129
H 3.38786 -3.39454 0.70070 0.136
H 1.72893 -3.92560 2.37595 0.138
H 0.85540 -3.37939 0.93487 0.136
H -0.39387 -2.99252 3.69281 0.138
H -1.01073 -2.53181 2.08347 0.114
H -0.21766 -0.60627 4.32598 0.131
H -1.88059 -1.05038 3.89579 0.137
H -0.46073 1.65518 3.79240 0.136
H -0.54833 2.02571 2.06074 0.122
H 1.64475 0.35655 3.38664 0.121
H 1.75575 2.10708 3.08670 0.137
C 0.37007 3.61329 -0.10969 -0.075
O 0.20670 2.44357 -0.88499 -0.082
C -0.43542 2.58314 -2.08034 -0.199
C -1.10306 3.72766 -2.46818 -0.063
C -1.73200 3.73753 -3.70982 -0.677
Br -2.65089 5.30547 -4.24820 0.734
C -1.69618 2.65095 -4.54545 -0.077
C -1.01259 1.48926 -4.15610 -0.068
C -0.38367 1.45170 -2.91859 -0.187
O 0.35393 0.40778 -2.44487 0.015
C -0.97970 0.39830 -5.15465 -0.265
N -0.95194 0.63448 -6.44266 0.174
C -0.98516 -0.62113 -7.02613 -0.230
C -0.96435 -0.98523 -8.37429 -0.024
C -1.02957 -2.32873 -8.67916 -0.106
C -1.11178 -3.30736 -7.67141 -0.106
C -1.12743 -2.96657 -6.33426 -0.020
C -1.06036 -1.60652 -6.03735 -0.186
N -1.05372 -0.92601 -4.84042 0.191
H 0.85870 4.40400 -0.68488 0.105
H 1.00794 3.33115 0.72422 0.079
H -0.58760 3.98439 0.26837 0.099
H -1.15520 4.59634 -1.83004 0.096
H -2.16811 2.67847 -5.51629 0.108
H -0.16402 -0.42680 -2.50109 0.037
H -0.90505 -0.23047 -9.14720 0.107
H -1.02056 -2.64494 -9.71437 0.094
H -1.16440 -4.35152 -7.95225 0.095
H -1.19034 -3.71439 -5.55461 0.109
H -1.17213 -1.33168 -3.90799 0.117
O -4.08657 -3.98018 -1.31711 0.072
C -4.42816 -2.78607 -1.88254 -0.260
C -5.68217 -2.57811 -2.44363 -0.026
C -5.98624 -1.36053 -3.03360 -0.088
C -5.04105 -0.34860 -3.07797 -0.083
C -3.78647 -0.57275 -2.53025 -0.019
C -3.46479 -1.77823 -1.91843 -0.066
C -2.09678 -1.96331 -1.30895 -0.610
O -2.00322 -2.28018 -0.11214 -0.039
O -1.10067 -1.73757 -2.07427 -0.115
H -4.83042 -4.58543 -1.39838 0.104
H -6.41463 -3.37786 -2.42067 0.111
H -6.96770 -1.21204 -3.46561 0.103
H -5.26840 0.60188 -3.54139 0.102
H -3.03591 0.20813 -2.57416 0.109